97
Properties=species:S:1:pos:R:3 method="wB97M-V/def2-TZVPD" homo_ev=-8.05 smiles=CCCCCCN(F)[C@@H](C[C@H](C)I)[C@@](O)(CCCOC)O[C@@](CCCCO)([C@H](Br)[C@H](C)Br)P(C)C.CC(C)O e_lumo_ev=0.47 energy_ha=-7419.39309 e_above_lowest_kcal_mol=0.00 orbital_gap_ev=8.52 max_force_ha_per_bohr=0.03021
C -4.0894 3.6178 2.3464
C -4.0531 3.7038 0.8126
C -2.8035 3.0408 0.1685
C -3.1340 2.0278 -0.9547
C -2.7937 0.5445 -0.6424
C -1.4211 0.1997 -1.2534
N -0.6244 -0.7397 -0.4982
F -1.5030 -1.7317 0.0460
C 0.4617 -1.4866 -1.1575
C 0.5539 -1.4222 -2.7128
C 1.2575 -0.4517 -3.6852
C 2.7544 -0.2053 -3.5565
I 0.3272 1.4674 -4.0972
C 1.7346 -1.3159 -0.2618
O 1.3650 -1.7159 1.0388
C 2.9403 -2.1794 -0.6888
C 2.6885 -3.6583 -1.0302
C 2.9509 -4.1075 -2.4730
O 4.0412 -3.4027 -3.0293
C 4.0401 -3.4203 -4.4402
O 2.1070 0.0319 -0.2462
C 2.1845 0.8793 0.9001
C 0.9896 0.9995 1.8329
C 0.5379 -0.1657 2.7203
C -0.1206 0.3172 4.0336
C -0.1083 -0.8252 5.0484
O -0.8385 -0.4976 6.2354
C 3.5639 0.7775 1.5553
Br 3.9575 -0.9794 2.4058
C 3.9589 1.9088 2.5274
C 5.5022 2.0677 2.5797
Br 3.2989 1.6973 4.3625
P 2.1258 2.5448 -0.0926
C 1.6169 3.9460 0.9734
C 3.8341 2.9689 -0.6048
H -4.3305 2.6074 2.6865
H -4.8534 4.2907 2.7533
H -3.1358 3.9272 2.7817
H -4.0901 4.7623 0.5327
H -4.9558 3.2301 0.4172
H -2.2447 2.5385 0.9687
H -2.1446 3.8303 -0.2043
H -2.6026 2.3296 -1.8646
H -4.2008 2.1108 -1.1840
H -3.5704 -0.0366 -1.1355
H -2.7937 0.4165 0.4414
H -0.8334 1.1239 -1.2848
H -1.6045 -0.0936 -2.2924
H 0.1888 -2.5351 -0.9718
H 0.9880 -2.3947 -2.9884
H -0.4758 -1.5061 -3.0799
H 1.1082 -0.9197 -4.6644
H 3.2746 -1.1551 -3.4208
H 3.1095 0.2136 -4.5065
H 2.9968 0.5079 -2.7781
H 1.0651 -2.6255 1.0074
H 3.5535 -2.1760 0.2202
H 3.5599 -1.6947 -1.4343
H 1.6830 -4.0056 -0.7681
H 3.3646 -4.2543 -0.4071
H 2.0616 -4.0343 -3.1162
H 3.2031 -5.1799 -2.4437
H 3.1585 -2.8986 -4.8430
H 4.9379 -2.9100 -4.7858
H 4.0285 -4.4485 -4.8265
H 1.2188 1.8316 2.5111
H 0.1338 1.3433 1.2362
H 1.3479 -0.8587 2.9592
H -0.2170 -0.7558 2.1883
H 0.3999 1.1905 4.4360
H -1.1687 0.5450 3.8263
H 0.9182 -1.0896 5.3226
H -0.5542 -1.7105 4.5734
H -1.6031 -1.0647 6.2847
H 4.3148 0.7577 0.7630
H 3.5233 2.8437 2.1936
H 5.8037 2.9747 2.0525
H 5.8469 2.1757 3.6091
H 5.9980 1.1898 2.1653
H 2.4110 4.3835 1.5954
H 1.2812 4.7357 0.2917
H 0.7794 3.6941 1.6208
H 4.4794 3.3319 0.2020
H 4.3147 2.1009 -1.0612
H 3.7486 3.7725 -1.3429
C -6.4388 -3.3485 -1.1475
C -6.2344 -1.8613 -0.9047
C -7.5308 -1.1748 -0.5032
O -5.6749 -1.2375 -2.0599
H -7.1494 -3.5042 -1.9643
H -5.4982 -3.8221 -1.4288
H -6.8271 -3.8457 -0.2577
H -5.4898 -1.7206 -0.1193
H -8.2720 -1.2690 -1.3019
H -7.3622 -0.1118 -0.3290
H -7.9480 -1.6147 0.4036
H -6.2996 -1.3367 -2.7856

***

113
Properties=species:S:1:pos:R:3 method="wB97M-V/def2-TZVPD" homo_ev="-6.22 / -7.18" s2=3.753 e_lumo_ev="0.38 / 0.38" spin_multiplicity=4 energy_ha=-4001.81824 e_above_lowest_kcal_mol=73.36 orbital_gap_ev="6.60 / 7.56" max_force_ha_per_bohr=0.09317
V -0.1511 0.9050 -0.7266
C 0.8016 -2.9741 1.2617
C 0.6279 -2.4752 -0.1694
O -0.0613 -1.2262 -0.1906
H -0.1097 -3.0081 1.8588
H 1.4867 -2.2724 1.7375
H 1.1623 -3.9987 1.3508
H 0.1282 -3.2796 -0.7092
H 1.6007 -2.4507 -0.6605
C 3.7799 2.8815 -0.1129
C 3.2580 1.9873 -1.1944
O 1.9755 1.4928 -0.8890
H 3.0461 3.6819 -0.0188
H 4.7094 3.4146 -0.3131
H 3.8909 2.3610 0.8384
H 3.9181 1.1604 -1.4562
H 3.2630 2.6147 -2.0857
C 3.8047 -4.4464 -1.2875
O 3.8581 -3.3079 -2.1132
C 3.5508 -3.3912 -3.4056
O 3.2683 -4.3907 -3.9899
O 3.7955 -2.1728 -3.9922
C 3.8651 -0.8932 -3.2749
H 4.2265 -5.3665 -1.6919
H 2.7564 -4.7277 -1.3872
H 4.0391 -4.2567 -0.2400
H 4.6952 -0.8577 -2.5693
H 2.9019 -0.6524 -2.8251
H 4.1033 -0.1050 -3.9891
C -3.0503 -3.8670 -0.4793
O -3.3598 -4.3597 0.8349
C -2.3582 -5.0619 1.5331
O -1.2550 -5.3314 1.0470
O -2.7488 -5.2137 2.8361
C -1.7746 -5.7594 3.8512
H -2.8241 -2.8035 -0.4021
H -3.9578 -4.0512 -1.0544
H -2.2403 -4.3890 -0.9887
H -0.9827 -6.2406 3.2771
H -2.1817 -6.4882 4.5520
H -1.3422 -4.9096 4.3794
C 0.9755 5.1360 -2.3555
O 0.2848 5.3058 -1.0890
C -0.3828 4.3064 -0.5645
O -0.4291 3.1900 -1.1183
O -0.8873 4.5576 0.6007
C -0.8666 5.8184 1.2655
H 0.3464 4.8678 -3.2043
H 1.7378 4.3587 -2.3010
H 1.6291 5.9791 -2.5791
H 0.0265 6.3913 1.0161
H -0.8931 5.6725 2.3453
H -1.7026 6.4306 0.9271
C -1.2824 0.9800 4.8948
O -1.4230 1.3831 3.4992
C -0.3855 1.3856 2.7314
O -0.4420 1.6079 1.5178
O 0.7866 1.1683 3.3569
C 1.9637 0.7204 2.5965
H -0.5595 1.5907 5.4358
H -0.8524 -0.0110 5.0402
H -2.2109 1.0502 5.4614
H 2.5043 1.5285 2.1038
H 1.7031 -0.0335 1.8536
H 2.7591 0.3746 3.2566
C -8.0194 3.7509 -0.8642
O -6.9436 3.2464 -0.0143
C -5.8407 3.9621 0.1746
O -5.6180 5.1616 -0.1144
O -4.9755 3.0927 0.8794
C -3.6787 3.4614 1.3445
H -8.0412 2.9627 -1.6168
H -7.7842 4.7481 -1.2362
H -8.9782 3.8339 -0.3525
H -3.1741 4.2799 0.8311
H -2.9819 2.6234 1.3599
H -3.7728 3.8246 2.3679
C -0.8888 -2.1293 -3.6827
O -0.1364 -1.1538 -4.3394
C -0.0960 0.1455 -3.8635
O -0.6277 0.5604 -2.8336
O 0.4975 0.8810 -4.6675
C 0.7036 2.2849 -4.4302
H -1.8414 -1.7282 -3.3367
H -0.3328 -2.4865 -2.8158
H -1.0062 -3.0783 -4.2057
H 1.0738 2.7109 -5.3628
H 1.4923 2.4896 -3.7062
H -0.2163 2.7788 -4.1172
C 6.0574 -3.4381 3.9406
O 5.5580 -2.5825 3.0030
C 4.2117 -2.3247 2.9653
O 3.4418 -2.3968 3.9420
O 3.8721 -1.6405 1.8771
C 4.7356 -1.4751 0.6920
H 6.0724 -4.4468 3.5280
H 5.6036 -3.5152 4.9287
H 7.0664 -3.1424 4.2279
H 5.4840 -0.7013 0.8635
H 4.1042 -1.2816 -0.1751
H 5.2460 -2.3759 0.3511
C -3.0004 -1.0152 1.3757
O -3.7853 -0.6339 0.2406
C -3.4551 0.3390 -0.6381
O -2.3919 1.0116 -0.5777
O -4.5200 0.5955 -1.4766
C -4.3386 1.4913 -2.6220
H -3.4245 -1.7806 2.0256
H -2.8957 -0.1756 2.0628
H -2.0472 -1.3087 0.9360
H -3.9484 0.8916 -3.4443
H -3.6508 2.2921 -2.3505
H -5.3241 1.8611 -2.9051

***

110
Properties=species:S:1:pos:R:3 method="wB97M-V/def2-TZVPD" homo_ev=-10.61 e_lumo_ev=-3.42 energy_ha=-3336.38006 orbital_gap_ev=7.19 max_force_ha_per_bohr=0.11298 total_charge=+1
O 3.7457 -5.2008 1.4885
C 3.6896 -4.0336 0.5467
C 4.8297 -2.9453 0.9983
C 4.2807 -1.4191 1.2358
C 3.5713 -0.7225 -0.0679
P 1.6739 -0.9577 0.0636
C 0.7037 0.6349 0.5054
C -0.3094 0.4075 1.8167
C -1.8153 0.0243 1.2691
F -2.3821 1.3130 0.7198
F -1.6494 -0.8722 0.1103
C -2.8631 -0.4721 2.4221
F -2.3323 0.1202 3.7101
F -4.1471 0.2246 2.1857
C -2.9546 -2.0805 2.6721
F -1.6829 -2.8129 2.3058
F -3.0137 -2.2496 4.1772
C -4.3143 -2.8255 2.1377
F -5.5731 -2.2620 2.7581
F -4.2378 -4.2111 2.7492
C -4.4211 -3.0905 0.5350
F -5.2331 -4.3603 0.3914
F -3.1456 -3.3788 -0.1629
C -5.2168 -1.9717 -0.3495
F -4.4978 -0.6966 -0.5708
F -5.3631 -2.5813 -1.7271
F -6.6442 -1.7406 0.0879
H 2.8682 -5.1503 2.0100
H 3.9022 -4.4599 -0.5385
H 2.5853 -3.6481 0.5947
H 5.2465 -3.3210 2.0521
H 5.7317 -2.9717 0.2532
H 3.5708 -1.3160 2.1855
H 5.2387 -0.7582 1.4982
H 4.0068 -1.1862 -1.0748
H 3.8542 0.4370 -0.0948
H 1.1493 -1.5110 -1.1922
H 1.3517 -1.9260 1.1211
H 0.0603 0.9519 -0.4446
H 1.4744 1.5033 0.6789
H 0.1663 -0.3834 2.5358
H -0.3783 1.4868 2.3222
C 9.9595 0.6062 -1.4172
C 8.9265 -0.5148 -1.3275
C 7.4654 -0.0106 -1.3556
O 7.0154 0.5579 -0.1217
C 7.3949 1.9120 0.0719
N 9.1972 -1.3191 -0.1266
H 10.0684 1.1556 -0.4785
H 10.9467 0.1952 -1.6604
H 9.6957 1.3205 -2.2036
H 9.0693 -1.1543 -2.2072
H 6.8153 -0.8751 -1.5334
H 7.2927 0.6820 -2.1882
H 7.4110 2.4757 -0.8653
H 8.3671 1.9603 0.5654
H 6.6645 2.3751 0.7412
H 8.5660 -2.1210 -0.1222
H 8.8926 -0.7681 0.6823
C -0.0820 5.4742 -4.2215
C -0.7400 5.2966 -2.8550
C 0.2269 4.7726 -1.7685
O 0.5106 3.3728 -1.8591
C 1.5172 3.0393 -2.8027
N -1.9140 4.4231 -2.9998
H 0.0793 4.5249 -4.7387
H -0.7174 6.0862 -4.8729
H 0.8832 5.9821 -4.1289
H -1.0873 6.2865 -2.5346
H -0.2564 4.9104 -0.7943
H 1.1550 5.3559 -1.7380
H 2.2971 3.8036 -2.8639
H 1.0686 2.8696 -3.7830
H 1.9785 2.0994 -2.4866
H -2.4042 4.3847 -2.1056
H -1.5668 3.4669 -3.1256
C -4.3154 -1.9143 6.8787
C -3.6238 -2.6449 8.0275
C -4.4014 -3.8839 8.5273
O -5.5318 -3.5768 9.3495
C -6.7042 -3.2313 8.6275
N -3.3706 -1.6905 9.1172
H -5.1692 -1.3183 7.2110
H -3.6166 -1.2234 6.3918
H -4.6654 -2.6205 6.1192
H -2.6563 -2.9963 7.6485
H -3.7274 -4.4690 9.1639
H -4.6910 -4.5409 7.6984
H -6.7916 -3.7867 7.6893
H -6.7242 -2.1564 8.4403
H -7.5689 -3.4711 9.2527
H -2.8245 -2.1592 9.8408
H -4.2694 -1.5070 9.5744
C -3.7582 3.4459 -6.3457
C -2.9865 3.0331 -7.5970
C -3.4651 1.6938 -8.2029
O -3.0168 0.5340 -7.4943
C -3.7973 0.2059 -6.3549
N -1.5501 3.0013 -7.2837
H -3.4661 2.8732 -5.4617
H -3.5723 4.5018 -6.1153
H -4.8362 3.3241 -6.4919
H -3.1554 3.8123 -8.3503
H -3.0349 1.6070 -9.2074
H -4.5541 1.6741 -8.3305
H -4.8570 0.4353 -6.4988
H -3.4091 0.7219 -5.4752
H -3.6977 -0.8683 -6.1752
H -1.0327 2.8191 -8.1442
H -1.3815 2.1628 -6.7189

***

98
Properties=species:S:1:pos:R:3 method="wB97M-V/def2-TZVPD" homo_ev=-11.00 e_lumo_ev=-5.70 energy_ha=-2413.35138 e_above_lowest_kcal_mol=46.00 orbital_gap_ev=5.30 max_force_ha_per_bohr=0.09419 total_charge=+1
N -4.8742 -0.8895 -1.7566
C -3.6864 -0.3774 -2.5985
N -3.0268 -1.3265 -3.5752
N -3.2989 0.9217 -2.3374
S -4.3838 2.1875 -2.9470
C -2.0273 1.2236 -1.5260
C -2.5158 1.1511 0.0721
C -1.2310 1.2155 1.0944
I -0.5960 -0.8415 1.5624
H -5.1063 -0.1555 -1.0216
H -4.5146 -1.7134 -1.2135
H -2.0973 -1.5865 -3.1539
H -2.9169 -0.8549 -4.5026
H -5.6417 1.8088 -2.3771
H -1.6336 2.3353 -1.7100
H -1.2018 0.4167 -1.7606
H -3.1809 0.1773 0.2209
H -3.2424 2.0579 0.3420
H -0.3590 1.9077 0.7017
H -1.6269 1.7198 2.1012
C 2.2522 1.8768 -3.1838
C 3.1268 1.2992 -2.1012
C 2.1928 0.3157 -1.4303
O 1.2873 -0.1527 -2.4391
C 1.4299 0.6769 -3.6004
H 2.8119 2.3183 -4.0122
H 1.5987 2.6490 -2.7605
H 3.9710 0.7645 -2.5524
H 3.5253 2.0476 -1.4115
H 1.5995 0.8011 -0.6481
H 2.7238 -0.5329 -0.9895
H 1.9455 0.0903 -4.3685
H 0.4423 0.9554 -3.9783
C -7.2002 -3.5812 -5.3322
C -6.5982 -2.5360 -4.4290
C -7.4267 -1.3144 -4.7619
O -8.7289 -1.7842 -5.1367
C -8.6658 -3.2056 -5.3183
H -7.0198 -4.6065 -4.9994
H -6.7963 -3.4731 -6.3459
H -6.7530 -2.8181 -3.3809
H -5.5278 -2.3817 -4.5871
H -7.0087 -0.7714 -5.6162
H -7.5132 -0.6239 -3.9180
H -9.1871 -3.6733 -4.4759
H -9.1790 -3.4823 -6.2434
C -1.8815 -6.4735 2.8922
C -1.6835 -5.0903 3.4563
C -2.1843 -4.2137 2.3292
O -3.2043 -4.9558 1.6466
C -3.1643 -6.3140 2.1059
H -1.9431 -7.2544 3.6544
H -1.0557 -6.7196 2.2142
H -2.3155 -4.9572 4.3422
H -0.6498 -4.8740 3.7381
H -1.3880 -3.9994 1.6085
H -2.5958 -3.2654 2.6868
H -4.0417 -6.4777 2.7410
H -3.2204 -6.9941 1.2514
C 3.7172 -6.4763 3.6513
C 4.3192 -5.4621 4.5893
C 3.1955 -4.4593 4.7352
O 1.9677 -5.1859 4.5885
C 2.2706 -6.4978 4.0943
H 4.1932 -7.4588 3.7020
H 3.7865 -6.1139 2.6187
H 4.5291 -5.9315 5.5576
H 5.2448 -5.0148 4.2182
H 3.2327 -3.7028 3.9441
H 3.2097 -3.9519 5.7041
H 2.1178 -7.2072 4.9149
H 1.5860 -6.7526 3.2807
C 4.0828 6.4079 -2.2127
C 4.9574 5.8303 -1.1301
C 4.0234 4.8468 -0.4592
O 3.1179 4.3784 -1.4680
C 3.2605 5.2080 -2.6293
H 4.6425 6.8494 -3.0411
H 3.4294 7.1800 -1.7895
H 5.8016 5.2956 -1.5813
H 5.3559 6.5787 -0.4405
H 3.4302 5.3322 0.3230
H 4.5544 3.9982 -0.0184
H 3.7761 4.6214 -3.3974
H 2.2730 5.4865 -3.0072
C 4.9596 7.5430 4.2504
C 4.0362 6.6216 5.0049
C 3.5736 5.6765 3.9175
O 4.6448 5.5776 2.9688
C 5.6072 6.6005 3.2597
H 5.6846 8.0564 4.8869
H 4.3733 8.3008 3.7171
H 4.6026 6.0692 5.7639
H 3.2105 7.1369 5.5021
H 2.6979 6.0727 3.3926
H 3.3296 4.6821 4.3022
H 6.4894 6.1157 3.6919
H 5.9030 7.1024 2.3343